Entry 1:
65
Properties=species:S:1:pos:R:3:forces:R:3:nbo_charge:R:1 method="wB97M-V/def2-TZVPD" total_charge=-1 multiplicity=2 homo_lumo_gap_ha="0.20404 / 0.20791"
V -0.642309 0.201524 2.027178 0.1471 0.2884 0.2664 0.9140
N -3.175757 0.451943 5.361035 0.1898 0.2436 -0.0718 -0.8144
C -2.599067 0.624933 4.122183 -0.1620 0.2932 -0.1081 0.3014
S -1.031791 1.422755 4.024657 -0.3244 -0.4509 0.2504 -0.1751
N -3.294955 0.255448 3.084541 0.3046 0.1600 -0.8021 -0.4198
N -2.517008 0.407114 1.932882 -0.1401 -0.4454 0.4822 -0.3437
C -3.017913 0.738892 0.721377 0.1432 0.4129 -0.2878 -0.0087
C -4.443572 0.631952 0.383261 0.0877 0.0020 -0.0135 0.0265
C -5.079262 1.574224 -0.428000 -0.1526 0.0455 0.0044 -0.2196
C -6.430570 1.463834 -0.726947 0.0566 -0.0322 0.0209 -0.2262
C -7.176526 0.411453 -0.215602 0.0235 -0.0156 0.0013 -0.2241
C -6.555271 -0.529979 0.597382 0.0486 0.0311 0.0025 -0.2219
C -5.206445 -0.421369 0.896265 -0.0735 -0.0868 -0.0739 -0.1936
C -2.009991 1.311046 -0.121736 -0.5152 -0.1749 0.8666 0.1484
C -2.131967 1.638739 -1.490356 0.0309 0.1207 -0.2347 -0.2457
C -1.119950 2.304759 -2.122638 -0.2988 -0.0886 -0.1145 -0.1872
C 0.037850 2.660861 -1.409978 0.2046 -0.0115 0.3835 -0.2980
C 0.149649 2.234457 -0.112059 0.2454 0.3014 -0.3504 0.0588
N -0.809575 1.547027 0.528509 -0.1502 -0.6486 -0.3368 -0.5464
H -2.523877 0.442170 6.126259 -0.0012 -0.0580 0.0081 0.3932
H -3.892958 -0.254263 5.392075 0.0107 -0.0220 -0.0254 0.3876
H -4.518835 2.420568 -0.802150 -0.0216 0.0124 0.0345 0.2135
H -6.903424 2.213008 -1.350547 -0.0003 0.0002 0.0028 0.2026
H -8.232414 0.329157 -0.441585 0.0026 -0.0085 -0.0022 0.2004
H -7.126523 -1.354814 1.005185 -0.0081 -0.0025 0.0024 0.2046
H -4.726294 -1.149421 1.536893 -0.0407 0.0351 -0.0013 0.2304
H -3.024759 1.351147 -2.027500 0.0227 -0.0249 -0.0001 0.2218
H -1.210952 2.551986 -3.173745 0.0027 -0.0091 0.0157 0.2064
H 0.849968 3.200513 -1.874857 0.0053 -0.0012 0.0038 0.2138
H 1.043607 2.427430 0.468666 0.0613 -0.0540 -0.0105 0.2052
S 3.320272 -1.789703 7.639693 -0.0699 0.0122 -0.0999 -0.1861
C 2.495847 -1.517474 6.222785 0.0262 -0.0322 0.0889 -0.5706
S 0.956789 -2.185876 5.855982 -0.1984 -0.1545 0.0995 0.4821
C 0.737233 -1.515717 4.260466 0.0415 -0.0838 -0.2143 -0.3764
C 1.744176 -0.720685 3.844816 0.0041 0.0245 -0.2781 -0.4054
S 1.750008 0.056449 2.271181 0.3112 0.2350 0.1835 -0.2897
S 3.072801 -0.523003 4.953002 0.1295 0.1589 -0.1065 0.4816
S -0.690267 -1.898729 3.327087 0.0366 -0.0849 0.2015 -0.2360
N 3.887906 1.115773 -0.009531 -0.0362 -0.0369 -0.1095 -0.7992
C 3.882238 0.443582 -1.183012 -0.0615 0.0740 -0.0251 0.3041
S 2.593400 -0.449659 -1.753822 0.0467 0.1215 0.1734 -0.2745
N 5.039245 0.648352 -1.891819 0.0497 -0.1928 -0.0575 -0.6308
C 5.468786 0.041165 -3.093382 -0.0634 0.1220 0.0907 0.2455
C 6.175532 0.828676 -3.994653 0.0368 0.0127 -0.0901 -0.2693
C 6.671054 0.280361 -5.168642 -0.0029 -0.0046 0.0330 -0.2031
C 6.457673 -1.059406 -5.455407 -0.0331 0.0001 0.0654 -0.2338
C 5.760724 -1.845528 -4.545303 0.0163 0.0349 0.0016 -0.1965
C 5.272923 -1.308372 -3.363883 0.0127 -0.0599 -0.0113 -0.2437
H 3.167057 0.931006 0.681137 -0.0567 -0.1998 -0.0704 0.4412
H 4.778552 1.372914 0.384493 0.0141 0.0177 0.0177 0.3787
H 5.596413 1.432961 -1.594433 0.0165 0.0001 -0.0013 0.3867
H 6.331655 1.879511 -3.775904 -0.0208 -0.0126 -0.0159 0.2059
H 7.217218 0.907353 -5.861647 -0.0008 0.0013 -0.0018 0.2097
H 6.834250 -1.488505 -6.374563 -0.0008 -0.0051 0.0031 0.2095
H 5.601047 -2.896861 -4.749166 -0.0036 0.0121 -0.0043 0.2126
H 4.742200 -1.925241 -2.654203 0.0018 0.0196 -0.0326 0.2440
C -1.928902 -2.391744 -1.320136 -0.0494 -0.0032 -0.0766 -0.6292
C -1.050378 -2.433201 -0.088230 0.0092 0.0004 -0.0311 -0.0513
O -0.510735 -1.142257 0.185438 0.0505 0.3437 0.1850 -0.7329
H -2.305318 -3.391476 -1.552034 -0.0020 0.0347 0.0111 0.2055
H -1.368817 -2.026142 -2.184642 -0.0060 -0.0300 0.0187 0.2048
H -2.778755 -1.725997 -1.157655 0.0203 0.0004 -0.0023 0.2190
H -0.241786 -3.158362 -0.193722 0.0628 0.0026 0.0114 0.1764
H -1.621030 -2.710344 0.795154 -0.0094 -0.0152 0.0306 0.2023
H 0.261901 -0.940886 -0.366095 0.0300 -0.1246 0.1008 0.5147

Entry 2:
56
Properties=species:S:1:pos:R:3:forces:R:3:nbo_charge:R:1 method="wB97M-V/def2-TZVPD" total_charge=+1 homo_lumo_gap_ha=0.27197
C -0.020618 2.274333 -1.332740 0.1501 -0.2937 -1.4069 -0.2749
C 1.199044 1.622389 -1.754907 -0.8342 -0.0171 -0.7863 -0.3684
C 0.829160 0.437480 -2.481269 -0.8488 1.4267 -0.6700 -0.3597
H 2.228315 1.930261 -1.562573 -0.4706 0.1425 0.0213 0.2908
C -0.610463 0.343209 -2.500452 0.9767 0.4462 -0.2948 -0.3511
C -1.124416 1.489113 -1.811515 0.8852 0.1614 0.0419 -0.3027
H -2.179297 1.755962 -1.751542 0.3758 -0.1596 0.2507 0.2683
H -0.082668 3.247042 -0.842529 0.0786 -0.5844 0.0836 0.2872
H 1.524135 -0.169208 -3.048156 -0.1044 0.0096 0.4424 0.2549
H -1.206702 -0.400597 -3.036778 0.3097 0.2371 0.4046 0.2681
C -0.094920 -1.785364 1.145622 -1.3948 0.0434 0.3947 -0.3858
C -0.473224 -0.676213 1.968111 -0.5840 -0.9964 -0.1496 -0.2680
C -1.623316 -0.057758 1.389729 0.2954 -0.6831 0.3789 -0.3417
H 0.005281 -0.407155 2.906694 0.0202 0.1082 -0.4687 0.2689
C -2.006366 -0.818082 0.238833 0.5617 -0.6258 0.6606 -0.2938
C -1.064633 -1.891845 0.081633 -0.9797 0.2590 0.7993 -0.3460
H -1.164890 -2.705366 -0.636909 0.2981 0.5156 0.1617 0.2828
H 0.699860 -2.489200 1.359558 0.0154 0.1390 -0.1407 0.2732
H -2.156122 0.770303 1.854812 0.1981 -0.0898 -0.4274 0.2748
H -2.916586 -0.651593 -0.330649 0.3981 -0.0252 -0.0780 0.2647
Zr 0.224728 0.120479 -0.221795 0.0825 0.3580 0.5345 2.1298
O 0.949536 -2.326815 -1.663195 -0.0012 -0.4436 -1.6632 -0.5848
C 2.156116 -2.849318 -2.230593 -0.7739 0.2006 -0.7969 -0.0947
C 1.059474 -2.704362 -3.242991 0.2755 0.9522 1.6219 0.0843
H 2.954292 -2.096892 -2.201945 0.0439 -0.6489 -0.2364 0.1972
H 2.376422 -3.892693 -1.973276 0.2312 0.5187 0.1897 0.2115
H 1.065006 -1.794491 -3.867287 -0.0888 -0.6590 0.4206 0.2126
H -0.383240 -3.033081 -5.649608 0.1843 -0.3235 0.1113 0.2199
C -0.364153 -3.919176 -5.009553 0.8103 0.2139 0.8821 -0.1765
C 0.236340 -3.846359 -3.711974 -0.9989 -0.9387 -0.1176 -0.1297
C 0.057438 -4.966564 -2.871505 0.3197 -0.0352 -0.3414 -0.1384
H 0.347233 -4.911825 -1.819610 0.1122 -0.0444 -0.3448 0.2058
C -0.450839 -6.170050 -3.366776 -0.2003 0.1299 -0.0220 -0.2228
H -0.476190 -7.046256 -2.726524 -0.0600 0.1727 0.0333 0.2269
C -0.907944 -6.276955 -4.681421 0.6078 0.5430 0.1313 -0.1783
H -1.215221 -7.243171 -5.087098 -0.0593 0.4112 0.1560 0.2340
C -0.880194 -5.128242 -5.479803 -0.0761 -0.0959 0.1437 -0.2068
H -1.245901 -5.198428 -6.497854 -0.0316 0.1715 0.0748 0.2300
C -0.977386 5.174170 6.450614 0.0311 -0.0518 0.1568 -0.6382
C -0.394206 4.618460 5.175563 0.1246 -0.1789 -0.3216 0.0174
C 0.135140 5.448780 4.183700 0.0146 -0.1182 -0.3955 -0.1988
C 0.707653 4.926366 3.014293 0.4084 -0.3880 -0.0395 -0.2005
C 0.797364 3.528026 2.851095 -0.3539 -0.1799 0.2283 -0.2665
C 0.138853 2.708882 3.758387 0.0771 0.0628 0.4730 -0.2114
C -0.407101 3.241907 4.921407 -0.2448 0.0335 -0.0458 -0.2058
S 1.835028 2.597875 1.705270 -0.2837 0.9830 -0.2020 2.3799
O 2.230461 3.504540 0.647785 -0.0286 -0.7332 0.4549 -0.9434
O 2.823349 1.872293 2.470131 -0.7613 0.5023 -0.7542 -0.9041
O 0.832656 1.535719 1.113425 0.8646 0.0194 0.5609 -1.0704
H -0.228515 5.672469 7.080009 0.0042 -0.1888 -0.2382 0.2358
H -1.749421 5.926862 6.258306 0.0513 -0.2027 -0.0872 0.2312
H -1.412357 4.358824 7.037534 -0.0036 0.2424 -0.0439 0.2206
H 0.092675 6.529873 4.335281 0.0702 -0.3018 -0.1982 0.2254
H 1.087641 5.596628 2.245013 0.1421 -0.1875 0.2420 0.2421
H 0.084236 1.644120 3.544885 0.1473 0.1577 0.3513 0.2077
H -0.860548 2.580697 5.655139 0.0163 0.0337 -0.1353 0.2174